No. 1
The following is a quantum chemistry calculation of an isolated ion of composition C4H10NO and charge -1 in a non-equilibrium geometry, from the Open Molecules 2025 dataset.

Each line ends with the natural charge from an NBO analysis.
CARTESIAN COORDINATES (ANGSTROEM)
O  -0.144  -1.357  1.517  -0.980
N  1.110  0.642  -0.221  -0.657
C  0.064  -0.343  -0.632  -0.070
C  0.648  1.523  0.825  -0.421
C  -0.829  -0.820  0.473  -0.058
C  -0.672  0.201  -1.878  -0.630
H  1.359  2.331  1.028  0.162
H  -1.483  0.840  -1.507  0.188
H  -1.583  -1.553  0.061  0.081
H  0.405  1.058  1.786  0.210
H  -0.207  2.091  0.444  0.172
H  -0.008  0.663  -2.602  0.200
H  -1.542  -0.051  0.840  0.085
H  0.612  -1.208  -1.000  0.166
H  -1.231  -0.670  -2.246  0.192
H  1.889  0.055  0.045  0.359

The value obtained for the HOMO energy is -2.12 eV. The energy above the lowest of the compared OMol25 structures with the same formula, charge and spin comes out at 74.8 kJ/mol. As for the net charge: -1. Its SMILES is CN[C@H](C)C[O-]. The value obtained for the gap between HOMO and LUMO is 6.52 eV. Its spin multiplicity is 1.


No. 2
The following is a quantum chemistry calculation of an isolated ion of composition C4H10NO and charge -1 in a non-equilibrium geometry, from the Open Molecules 2025 dataset.

Each line ends with the natural charge from an NBO analysis.
CARTESIAN COORDINATES (ANGSTROEM)
O  -2.761  -0.400  0.132  -0.936
N  0.812  -0.032  -0.745  -0.648
C  1.927  -0.770  -0.193  -0.403
C  -0.361  1.219  1.013  -0.612
C  -1.717  -0.174  -0.643  0.019
C  -0.363  -0.014  0.148  -0.098
H  -0.367  -0.914  0.778  0.147
H  0.505  1.274  1.690  0.169
H  1.988  -0.574  0.873  0.186
H  2.873  -0.424  -0.620  0.169
H  -0.396  2.118  0.394  0.192
H  1.834  -1.848  -0.312  0.157
H  -1.440  -0.958  -1.417  0.033
H  -1.785  0.776  -1.250  0.056
H  -1.213  1.208  1.697  0.223
H  0.464  -0.485  -1.547  0.345

The value obtained for the HOMO energy is -2.32 eV. The energy above the lowest of the compared OMol25 structures with the same formula, charge and spin comes out at 54.0 kJ/mol. As for the net charge: -1. Its SMILES is CN[C@@H](C)C[O-]. The value obtained for the gap between HOMO and LUMO is 6.38 eV. Its spin multiplicity is 1.


No. 3
The following is a quantum chemistry calculation of C4H10NO as an isolated structure in a non-equilibrium geometry, from the Open Molecules 2025 dataset.

Each line ends with the natural charge from an NBO analysis.
CARTESIAN COORDINATES (ANGSTROEM)
O  4.153  -1.012  3.914  -0.786
N  -3.153  0.596  -2.819  -0.825
C  -1.048  -0.073  -0.895  -0.627
C  -1.961  0.940  -1.772  -0.424
C  3.497  -0.353  3.085  0.264
C  2.665  -0.857  2.061  -0.833
H  1.909  -0.171  1.686  0.145
H  -0.922  0.316  0.143  0.239
H  -1.503  -1.067  -0.837  0.207
H  -0.031  -0.194  -1.294  0.220
H  -3.889  -0.012  -2.452  0.337
H  3.541  0.723  3.101  0.052
H  -2.010  0.070  -2.662  0.423
H  -1.245  1.615  -2.226  0.219
H  -2.519  1.384  -0.958  0.228
H  2.515  -1.906  1.926  0.161

The value obtained for the HOMO energy is -1.95 eV. The energy above the lowest of the compared OMol25 structures with the same formula, charge and spin comes out at 419.3 kJ/mol. As for the net charge: -1. The value obtained for the gap between HOMO and LUMO is 4.88 eV. Its spin multiplicity is 1.


No. 4
The following is a quantum chemistry calculation of an isolated ion of composition C4H10NO and charge -1 in a non-equilibrium geometry, from the Open Molecules 2025 dataset.

Each line ends with the natural charge from an NBO analysis.
CARTESIAN COORDINATES (ANGSTROEM)
O  1.620  -0.559  1.884  -0.948
N  -0.469  0.701  0.895  -0.680
C  -0.155  -0.581  0.236  -0.089
C  -0.489  -0.850  -1.205  -0.622
C  -0.675  1.837  0.035  -0.403
C  1.288  -1.024  0.670  -0.010
H  0.305  0.755  1.576  0.418
H  -1.202  1.593  -0.886  0.172
H  -0.773  -1.266  0.825  0.149
H  -1.520  -0.585  -1.421  0.185
H  -0.325  -1.891  -1.446  0.208
H  0.022  -0.161  -1.864  0.186
H  1.305  -2.141  0.616  0.075
H  1.974  -0.746  -0.191  0.047
H  -1.181  2.625  0.590  0.171
H  0.275  2.293  -0.316  0.141

The value obtained for the HOMO energy is -2.40 eV. The energy above the lowest of the compared OMol25 structures with the same formula, charge and spin comes out at 73.5 kJ/mol. As for the net charge: -1. Its SMILES is CN[C@@H](C)C[O-]. The value obtained for the gap between HOMO and LUMO is 6.58 eV. Its spin multiplicity is 1.


No. 5
The following is a quantum chemistry calculation of an isolated ion of composition C4H10NO and charge -2 in a non-equilibrium geometry, from the Open Molecules 2025 dataset.

Each line ends with the natural charge from an NBO analysis.
CARTESIAN COORDINATES (ANGSTROEM)
O  -0.942  0.650  2.481  -0.964
N  -0.693  -0.480  -0.813  -0.696
C  -0.519  0.573  0.080  -0.089
C  -0.064  0.103  1.695  0.034
C  0.533  1.556  -0.620  -0.724
C  0.100  -1.715  -0.687  -1.096
H  -0.029  -1.089  1.849  0.047
H  1.561  1.548  -0.052  0.170
H  -1.389  1.152  0.253  0.171
H  -0.425  -2.567  -0.988  0.131
H  0.555  -1.721  0.287  0.186
H  -1.465  -0.555  -1.380  0.335
H  0.876  1.173  -1.555  0.194
H  0.953  -1.639  -1.507  0.074
H  0.961  0.491  1.671  0.054
H  -0.014  2.519  -0.713  0.171

The value obtained for the HOMO energy (alpha / beta) is 4.47 / 1.16 eV. The energy above the lowest of the compared OMol25 structures with the same formula, charge and spin comes out at 229.0 kJ/mol. As for the net charge: -2. The value obtained for the gap between HOMO and LUMO (alpha / beta) is 2.86 / 5.99 eV. Its spin multiplicity is 2.


No. 6
The following is a quantum chemistry calculation of a single C4H10NO molecule in a non-equilibrium geometry, from the Open Molecules 2025 dataset.

Each line ends with the natural charge from an NBO analysis.
CARTESIAN COORDINATES (ANGSTROEM)
O  2.714  -1.160  -0.260  -0.688
N  0.367  -0.900  0.597  -0.330
C  -1.416  1.535  0.146  -0.613
C  -1.233  0.372  -0.829  -0.409
C  2.168  -1.166  0.841  0.221
C  0.108  -0.353  -0.695  -0.305
H  -1.268  0.760  -1.844  0.215
H  -0.865  2.390  -0.223  0.212
H  0.968  0.266  -0.951  0.245
H  -0.510  -0.960  1.130  0.348
H  0.151  -1.184  -1.414  0.247
H  2.224  -0.263  1.492  0.118
H  -0.992  1.306  1.126  0.200
H  2.091  -2.091  1.435  0.125
H  -2.471  1.804  0.186  0.217
H  -2.037  -0.356  -0.736  0.196

The value obtained for the HOMO energy (alpha / beta) is -8.57 / -8.54 eV. The energy above the lowest of the compared OMol25 structures with the same formula, charge and spin comes out at 126.6 kJ/mol. As for the net charge: 0. The value obtained for the gap between HOMO and LUMO (alpha / beta) is 9.45 / 7.20 eV. Its spin multiplicity is 2.


No. 7
The following is a quantum chemistry calculation of a 2-piece molecular cluster, C4H10NO overall in a non-equilibrium geometry, from the Open Molecules 2025 dataset.

Each line ends with the natural charge from an NBO analysis.
CARTESIAN COORDINATES (ANGSTROEM)
O  -0.102  0.519  -3.927  -0.272
N  1.071  -0.304  2.505  -0.189
C  1.567  0.314  1.407  -0.322
C  -0.830  -0.383  0.419  -0.633
C  -0.345  -0.463  1.907  -0.303
C  -0.226  0.414  -2.617  -0.318
H  0.718  0.761  -2.099  0.242
H  -0.372  -0.617  -2.246  0.173
H  -0.984  0.230  2.472  0.212
H  2.033  -0.258  0.609  0.192
H  -0.611  -1.481  2.205  0.207
H  -0.974  1.061  -2.117  0.175
H  1.635  1.383  1.307  0.197
H  -0.449  0.553  -0.046  0.206
H  -1.891  -0.571  0.316  0.230
H  -0.240  -1.159  -0.096  0.204

The value obtained for the HOMO energy (alpha / beta) is -7.34 / -10.85 eV. The energy above the lowest of the compared OMol25 structures with the same formula, charge and spin comes out at 523.7 kJ/mol. As for the net charge: 0. The value obtained for the gap between HOMO and LUMO (alpha / beta) is 5.73 / 10.38 eV. Its spin multiplicity is 2.


No. 8
The following is a quantum chemistry calculation of a 2-piece molecular cluster, C4H10NO overall in a non-equilibrium geometry, from the Open Molecules 2025 dataset.

Each line ends with the natural charge from an NBO analysis.
CARTESIAN COORDINATES (ANGSTROEM)
O  -2.373  0.915  -0.172  -0.559
N  -0.085  -0.577  0.545  -0.538
C  0.686  0.140  -0.364  -0.078
C  1.005  -1.293  0.000  -0.223
C  -2.314  -0.335  -0.037  0.311
C  1.721  1.147  0.067  -0.638
H  1.886  -1.533  0.642  0.225
H  -2.236  -1.082  -0.883  0.216
H  -1.934  1.351  -0.894  0.528
H  2.679  0.596  0.289  0.246
H  0.245  0.180  -1.335  0.200
H  1.312  1.611  0.950  0.221
H  -2.956  -0.643  0.827  0.223
H  0.715  -2.145  -0.526  0.216
H  -0.106  -0.322  1.503  0.401
H  1.755  1.991  -0.613  0.248

The value obtained for the HOMO energy is -14.62 eV. The energy above the lowest of the compared OMol25 structures with the same formula, charge and spin comes out at 353.7 kJ/mol. As for the net charge: +1. The value obtained for the gap between HOMO and LUMO is 9.58 eV. Its spin multiplicity is 1.


| no. | E (Eh) |
| --- | --- |
| 1 | -288.36314 |
| 2 | -288.37108 |
| 3 | -288.23194 |
| 4 | -288.36364 |
| 5 | -288.13686 |
| 6 | -288.27877 |
| 7 | -288.12754 |
| 8 | -288.02837 |